75
Properties=species:S:1:pos:R:3:forces:R:3 method="wB97M-V/def2-TZVPD" total_energy_ev=-107975.26672 homo_energy_ha="-0.390 / -0.390" orbital_gap_ha="0.2307 / 0.2285" total_charge=+1 de_lowest_kcal_mol=0.0
Co 0.1379 -0.0604 -0.5540 0.5 -0.7 -0.5
C -0.8210 -4.0584 0.8899 0.0 0.0 0.2
O 0.3043 -4.0297 1.7747 0.0 -0.1 -0.4
C 0.7445 -2.8734 2.3385 -0.1 -0.5 0.3
C 1.3452 -3.0077 3.5664 0.1 0.1 0.3
C 1.8614 -1.9037 4.2599 0.0 -0.2 0.0
C 1.7611 -0.6648 3.7016 0.0 0.1 0.0
C 1.1751 -0.5037 2.4266 0.1 0.0 0.3
C 1.1269 0.8096 1.9041 0.2 0.2 0.2
N 0.7326 1.1088 0.7162 -0.1 -0.2 -0.2
N 0.7534 2.4323 0.3422 0.2 0.2 0.4
C 0.2195 2.5543 -0.8223 -0.3 0.3 -0.5
O -0.2067 1.5116 -1.4995 0.0 -0.1 -0.1
C 0.0603 3.8937 -1.4265 0.0 0.0 -0.1
C 0.5929 5.0233 -0.8053 0.0 0.0 0.0
C 0.4448 6.2698 -1.3884 0.0 0.0 0.0
C -0.2384 6.4026 -2.5916 0.0 0.0 0.0
C -0.7774 5.2841 -3.2086 0.0 0.0 0.0
C -0.6278 4.0331 -2.6281 0.0 0.1 0.0
C 0.6712 -1.6114 1.7180 0.1 -0.1 -0.2
O 0.1696 -1.5593 0.5078 -0.3 0.8 0.1
H -1.1546 -5.0928 0.8917 0.0 0.0 0.0
H -0.5535 -3.7531 -0.1195 0.0 0.0 0.0
H -1.6268 -3.4170 1.2485 0.0 0.0 0.0
H 1.3964 -4.0034 3.9902 0.0 0.0 0.0
H 2.3210 -2.0335 5.2304 0.0 0.0 0.0
H 2.1399 0.2039 4.2271 0.0 0.0 -0.1
H 1.4506 1.6398 2.5281 0.0 0.0 0.0
H 1.1173 4.9135 0.1336 0.0 0.0 0.0
H 0.8608 7.1433 -0.9030 0.0 0.0 0.0
H -0.3539 7.3795 -3.0445 0.0 0.0 0.0
H -1.3176 5.3862 -4.1413 0.0 0.0 0.0
H -1.0561 3.1635 -3.1055 0.0 0.0 0.0
N -1.2186 -0.0108 -3.6181 0.0 0.0 0.0
C -1.2260 -1.1485 -2.9566 0.0 -0.1 0.1
O -0.7155 -1.2988 -1.8220 0.0 0.1 -0.1
C -1.8019 -2.3921 -3.5845 0.0 0.1 0.0
I -3.4081 -2.0938 -4.9461 0.1 0.0 0.0
H -0.8482 0.8181 -3.1644 0.0 0.1 0.1
H -1.7145 0.0584 -4.4932 0.0 0.0 0.0
H -2.1427 -3.0463 -2.7910 0.0 0.0 0.0
H -1.0070 -2.8891 -4.1363 0.0 0.0 0.0
C 3.4569 3.1593 -1.7268 0.0 0.0 0.0
Si 4.7013 1.7859 -1.5329 0.1 0.1 0.0
C 5.2607 1.1564 -3.2053 0.0 0.0 0.1
C 6.1625 2.3085 -0.4895 0.0 0.0 0.0
C 3.8712 0.3459 -0.6005 0.0 0.1 0.0
Te 2.3346 -0.6221 -1.6983 -0.6 0.2 0.4
C 2.6294 -2.5632 -0.8874 0.1 -0.1 0.0
Si 3.1723 -3.8054 -2.2078 0.0 -0.2 0.0
C 4.7820 -3.2191 -2.9612 0.0 0.0 0.0
C 1.8049 -3.8573 -3.4930 0.0 0.0 0.0
C 3.3613 -5.4674 -1.3748 0.0 0.0 0.0
H 3.9048 4.0212 -2.2305 0.0 -0.1 0.0
H 3.0718 3.4889 -0.7594 0.0 0.0 0.0
H 2.6026 2.8454 -2.3337 0.0 0.0 0.0
H 5.7014 1.9778 -3.7781 0.0 -0.1 0.0
H 4.4350 0.7553 -3.7985 0.0 0.0 0.0
H 6.0221 0.3762 -3.1088 -0.1 0.0 0.0
H 6.6824 3.1521 -0.9549 0.0 -0.1 0.0
H 6.8830 1.4927 -0.3821 0.0 0.1 0.0
H 5.8524 2.6197 0.5121 0.0 0.0 -0.1
H 3.4460 0.6561 0.3557 0.0 0.0 0.0
H 4.6070 -0.4383 -0.4030 -0.1 0.0 0.0
H 1.6829 -2.8485 -0.4242 0.1 0.0 -0.1
H 3.3650 -2.4367 -0.0896 0.0 0.0 0.0
H 4.6939 -2.2171 -3.3926 0.0 0.0 0.0
H 5.0963 -3.8905 -3.7651 0.0 0.0 0.0
H 5.5827 -3.1980 -2.2156 0.0 0.0 0.0
H 1.7094 -2.9054 -4.0257 0.0 0.0 0.0
H 0.8499 -4.0887 -3.0107 0.0 0.0 0.0
H 2.0002 -4.6316 -4.2401 0.0 0.1 0.0
H 4.1337 -5.4376 -0.6014 0.0 0.0 0.0
H 3.6468 -6.2343 -2.1016 0.0 0.1 0.1
H 2.4273 -5.7835 -0.9017 0.0 0.0 0.0